No. 1
Below is a cluster of 4 separate species, C19H49N4O5 in total, with properties calculated with ωB97M-V/def2-TZVPD.

Last column: Mulliken charge in e.
Geometry (Å):
1 C 7.70 -2.26 2.18  -0.835
2 C 6.34 -2.43 1.22  -0.082
3 O 6.67 -2.27 -0.21  -0.382
4 C 5.84 -3.13 -1.07  -0.499
5 C 5.05 -2.35 -2.28  -0.474
6 N 4.65 -0.93 -1.98  0.017
7 C 3.66 -0.29 -2.72  0.175
8 N 2.98 -1.06 -3.87  -0.106
9 N 2.95 -0.26 -5.01  -0.617
10 N 3.21 1.14 -2.54  -0.170
11 C 3.21 1.59 -1.09  -0.585
12 C 2.01 2.65 -0.71  -0.718
13 C 0.70 1.90 -0.01  -0.248
14 C -0.60 2.89 0.12  -0.591
15 C -1.92 2.09 0.77  -0.421
16 C -2.82 1.31 -0.35  -0.596
17 C -4.43 1.16 0.08  -0.409
18 C -5.18 0.50 -1.23  -0.633
19 C -6.33 -0.61 -0.87  -0.653
20 C -5.78 -1.91 -0.01  -0.356
21 O -5.89 -3.09 -0.89  -0.310
22 C -6.23 -4.31 -0.15  -0.636
23 H 8.60 -2.21 1.43  0.264
24 H 7.79 -3.25 2.84  0.260
25 H 7.60 -1.32 2.88  0.252
26 H 5.51 -1.63 1.50  0.164
27 H 5.90 -3.49 1.50  0.238
28 H 6.58 -3.90 -1.60  0.272
29 H 5.06 -3.79 -0.49  0.335
30 H 5.76 -2.30 -3.24  0.284
31 H 4.14 -3.05 -2.59  0.315
32 H 5.15 -0.41 -1.22  0.351
33 H 2.00 -1.34 -3.56  0.301
34 H 1.94 0.05 -5.17  0.249
35 H 3.13 -0.94 -5.80  0.292
36 H 2.22 1.26 -2.89  0.355
37 H 3.22 0.71 -0.32  0.335
38 H 4.23 2.18 -0.93  0.291
39 H 2.45 3.35 0.15  0.332
40 H 1.72 3.37 -1.59  0.313
41 H 0.99 1.57 1.10  0.079
42 H 0.51 0.91 -0.62  0.164
43 H -0.84 3.43 -0.89  0.384
44 H -0.31 3.75 0.89  0.231
45 H -1.51 1.29 1.53  0.146
46 H -2.59 2.88 1.30  0.345
47 H -2.44 0.23 -0.63  0.245
48 H -2.84 1.92 -1.37  0.238
49 H -4.58 0.58 1.08  0.254
50 H -4.80 2.28 0.24  0.311
51 H -5.74 1.39 -1.79  0.290
52 H -4.35 0.12 -1.98  0.293
53 H -6.74 -1.04 -1.90  0.268
54 H -7.25 -0.09 -0.35  0.323
55 H -4.67 -1.80 0.36  0.193
56 H -6.46 -1.97 0.96  0.355
57 H -6.64 -4.14 0.94  0.290
58 H -5.32 -5.08 -0.04  0.234
59 H -7.07 -4.93 -0.73  0.229
60 C 0.89 3.06 4.06  -0.598
61 O 0.40 1.89 3.42  -0.480
62 H 1.83 3.35 3.59  0.321
63 H 0.16 3.87 3.95  0.212
64 H 1.06 2.85 5.12  0.277
65 H -0.44 1.66 3.86  0.270
66 C -4.26 -3.87 -3.33  -0.214
67 O -4.15 -3.26 -4.61  -0.529
68 H -4.85 -3.22 -2.68  -0.061
69 H -4.76 -4.83 -3.43  0.276
70 H -3.26 -4.00 -2.90  0.264
71 H -3.62 -3.86 -5.16  0.293
72 C -0.61 5.51 6.68  -0.543
73 O -1.10 4.35 6.04  -0.468
74 H 0.33 5.80 6.21  0.218
75 H -1.34 6.32 6.56  0.274
76 H -0.44 5.31 7.74  0.266
77 H -1.94 4.11 6.48  0.274

Output
- Spin multiplicity: 1
- Net charge: +1

No. 2
Below is a cluster of 7 separate species, C19H50N4O7 in total, with properties calculated with ωB97M-V/def2-TZVPD.

Last column: Mulliken charge in e.
Geometry (Å):
1 C -3.17 -5.86 1.92  -1.895
2 C -2.32 -6.18 0.69  1.432
3 C -1.93 -7.68 0.77  -1.598
4 C -3.18 -5.88 -0.55  -1.331
5 C -2.46 -5.78 -1.91  -0.662
6 C -1.42 -4.70 -1.72  -1.282
7 C -0.39 -4.96 -0.63  1.964
8 C 0.47 -6.15 -0.97  -1.834
9 C 0.40 -3.67 -0.49  -2.061
10 N -1.16 -5.24 0.59  0.581
11 O -0.46 -5.00 1.77  -0.530
12 H -2.61 -6.27 2.77  0.411
13 H -3.24 -4.79 2.13  0.376
14 H -4.11 -6.40 1.85  0.436
15 H -2.83 -8.29 0.86  0.425
16 H -1.46 -8.01 -0.16  0.299
17 H -1.18 -7.87 1.53  0.373
18 H -4.01 -6.59 -0.53  0.447
19 H -3.64 -4.91 -0.33  0.395
20 H -2.02 -6.73 -2.23  0.336
21 H -3.21 -5.54 -2.65  0.395
22 H -2.05 -3.83 -1.50  0.265
23 H -0.94 -4.52 -2.68  0.480
24 H 0.01 -7.08 -1.30  0.259
25 H 1.15 -6.25 -0.12  0.366
26 H 1.19 -6.05 -1.79  0.410
27 H -0.21 -2.88 -0.07  0.380
28 H 0.92 -3.36 -1.40  0.476
29 H 1.19 -3.93 0.22  0.435
30 H -0.73 -4.11 2.04  0.386
31 C 3.17 6.29 1.60  -1.664
32 C 2.46 5.00 1.14  1.718
33 C 2.73 3.85 2.11  -1.769
34 C 0.95 5.17 1.27  -1.209
35 C 0.29 6.04 0.19  -0.921
36 C 0.74 5.54 -1.16  -1.150
37 C 2.25 5.32 -1.40  1.484
38 C 2.39 4.42 -2.67  -1.706
39 C 2.87 6.68 -1.76  -1.730
40 N 2.80 4.60 -0.25  0.596
41 O 4.18 4.29 -0.38  -0.541
42 H 2.77 6.62 2.55  0.370
43 H 4.21 5.99 1.78  0.386
44 H 3.30 7.04 0.83  0.283
45 H 1.97 3.79 2.90  0.407
46 H 2.55 2.88 1.64  0.264
47 H 3.68 3.81 2.64  0.338
48 H 0.40 4.23 1.12  0.212
49 H 0.69 5.39 2.31  0.641
50 H -0.80 5.93 0.22  0.440
51 H 0.52 7.11 0.27  0.351
52 H 0.36 6.31 -1.83  0.361
53 H 0.10 4.70 -1.45  0.332
54 H 3.44 4.18 -2.88  0.382
55 H 1.86 4.72 -3.57  0.355
56 H 1.98 3.45 -2.37  0.317
57 H 2.26 7.17 -2.53  0.452
58 H 3.91 6.66 -2.09  0.275
59 H 2.53 7.50 -1.12  0.414
60 H 4.22 3.35 -0.23  0.327
61 N 0.19 1.19 -0.81  -0.022
62 C -0.93 0.44 -0.80  0.236
63 N -1.04 -0.26 0.38  -0.019
64 O -1.81 0.61 -1.64  -0.834
65 H 0.78 1.02 -0.02  0.085
66 H 0.29 1.79 -1.61  0.114
67 H -0.24 -0.45 0.95  0.021
68 H -1.91 -0.66 0.69  0.201
69 O -2.73 2.63 0.53  -0.657
70 H -1.90 2.19 0.33  0.431
71 H -3.30 2.44 -0.23  0.374
72 O -0.57 -2.27 3.00  -0.641
73 H 0.20 -2.70 3.39  0.284
74 H -0.25 -1.40 2.73  0.274
75 O -4.09 1.86 -2.05  -0.704
76 H -4.61 1.41 -2.71  0.277
77 H -3.20 1.45 -2.12  0.496
78 O 0.96 0.15 2.40  -0.594
79 H 0.97 1.10 2.56  0.245
80 H 1.82 -0.04 2.01  0.282

Output
- Spin multiplicity: 1
- SMILES: CC1(C)CCCC(C)(C)N1O.CC1(C)CCCC(C)(C)N1O.NC(N)=O.O.O.O.O

No. 3
Below is a structure of composition C19H51N4O5Y, with properties calculated with ωB97M-V/def2-TZVPD.

Last column: Mulliken charge in e.
Geometry (Å):
1 Y 2.22 -10.74 -26.11  1.626
2 C -3.61 -10.47 -24.72  -1.249
3 C -2.52 -11.58 -24.44  0.601
4 C -3.01 -13.05 -24.59  -1.320
5 O -1.30 -11.39 -25.04  -0.659
6 H -3.94 -10.48 -25.76  0.304
7 H -3.34 -9.47 -24.40  0.282
8 H -4.54 -10.72 -24.21  0.415
9 H -2.28 -11.67 -23.38  0.120
10 H -2.25 -13.76 -24.27  0.264
11 H -3.33 -13.18 -25.63  0.335
12 H -3.91 -13.30 -24.02  0.398
13 C 1.04 -16.67 -26.33  -1.483
14 C 2.10 -15.78 -25.83  0.182
15 C 3.50 -16.53 -25.99  -1.036
16 O 4.57 -15.72 -25.63  -0.227
17 C 5.82 -16.32 -25.76  -0.812
18 N 2.00 -14.47 -26.50  -0.382
19 H 1.17 -17.70 -25.99  0.413
20 H 0.97 -16.59 -27.41  0.385
21 H 0.11 -16.49 -25.80  0.426
22 H 1.87 -15.58 -24.78  0.328
23 H 3.50 -16.91 -27.01  0.451
24 H 3.49 -17.43 -25.37  0.414
25 H 5.82 -16.50 -26.84  0.369
26 H 5.94 -17.28 -25.27  0.320
27 H 6.59 -15.69 -25.32  0.217
28 H 2.02 -14.71 -27.48  0.218
29 H 1.03 -14.30 -26.25  0.314
30 C -0.71 -6.44 -27.98  -1.428
31 C -0.39 -7.99 -27.79  0.113
32 C -0.62 -8.84 -29.12  -0.782
33 O -0.04 -10.18 -28.77  -0.180
34 C -0.43 -11.21 -29.64  -0.754
35 N 1.05 -8.04 -27.58  -0.284
36 H -1.74 -6.15 -28.15  0.380
37 H -0.17 -6.09 -28.86  0.414
38 H -0.39 -5.77 -27.18  0.418
39 H -0.96 -8.38 -26.94  0.237
40 H -0.19 -8.50 -30.06  0.394
41 H -1.67 -8.78 -29.40  0.463
42 H 0.11 -12.09 -29.27  0.154
43 H 0.14 -10.99 -30.54  0.383
44 H -1.50 -11.40 -29.67  0.293
45 H 1.29 -7.17 -27.13  0.195
46 H 1.38 -7.64 -28.45  0.226
47 C 6.87 -11.48 -29.18  -1.457
48 C 6.00 -11.24 -27.95  -0.011
49 C 6.26 -9.88 -27.39  -0.778
50 O 5.21 -9.34 -26.48  -0.165
51 C 5.43 -8.04 -26.02  -0.796
52 N 4.53 -11.20 -28.32  -0.308
53 H 6.73 -10.78 -30.00  0.434
54 H 6.80 -12.54 -29.45  0.439
55 H 7.87 -11.40 -28.75  0.375
56 H 6.30 -12.04 -27.26  0.303
57 H 6.27 -9.05 -28.10  0.453
58 H 7.11 -10.00 -26.72  0.393
59 H 6.46 -8.01 -25.65  0.351
60 H 4.69 -7.71 -25.29  0.235
61 H 5.56 -7.34 -26.85  0.324
62 H 4.48 -12.03 -28.90  0.235
63 H 4.70 -10.63 -29.14  0.258
64 C 3.82 -12.77 -21.48  -1.597
65 C 3.12 -11.93 -22.47  0.532
66 C 2.96 -10.49 -22.12  -0.980
67 O 2.35 -9.76 -23.21  -0.041
68 C 1.73 -8.54 -22.78  -0.914
69 N 3.87 -11.92 -23.71  -0.352
70 H 4.07 -13.76 -21.88  0.428
71 H 3.03 -12.99 -20.75  0.425
72 H 4.77 -12.41 -21.09  0.414
73 H 2.11 -12.33 -22.63  0.151
74 H 3.98 -10.14 -21.91  0.372
75 H 2.46 -10.22 -21.19  0.528
76 H 0.79 -8.86 -22.33  0.368
77 H 1.39 -7.91 -23.60  0.240
78 H 2.38 -8.01 -22.08  0.350
79 H 4.84 -11.81 -23.43  0.279
80 H 4.14 -12.85 -24.00  0.061

Output
- Spin multiplicity: 1
- Net charge: +2

No. 4
Below is a cluster of 5 separate species, C19H52FO11P2 in total, with properties calculated with ωB97M-V/def2-TZVPD.

Last column: Mulliken charge in e.
Geometry (Å):
1 O -3.09 1.95 -3.18  -0.746
2 P -2.85 0.64 -2.46  0.701
3 O -3.42 -0.58 -3.43  -0.556
4 O -1.25 0.26 -2.53  -0.355
5 P -3.83 0.32 -0.23  -0.095
6 C -3.46 2.16 0.19  -1.448
7 C -2.00 2.61 0.08  0.732
8 C -1.81 3.72 -0.94  -0.569
9 F -0.50 3.68 -1.49  -0.326
10 H -4.18 -0.22 -3.92  0.283
11 H -0.80 0.95 -3.04  0.153
12 H -5.05 0.71 -0.94  0.022
13 H -4.04 -1.06 -0.65  0.085
14 H -2.50 -0.04 0.31  -0.286
15 H -4.52 0.07 1.02  0.037
16 H -4.12 2.78 -0.43  0.431
17 H -3.81 2.24 1.24  0.494
18 H -1.36 1.75 -0.20  -0.384
19 H -1.62 2.95 1.06  0.219
20 H -2.50 3.60 -1.78  0.273
21 H -1.90 4.72 -0.50  0.302
22 C 3.35 -2.20 -1.49  -0.629
23 O 3.43 -0.92 -2.08  -0.447
24 C 2.16 -0.27 -2.16  -0.285
25 C 1.90 0.67 -1.02  0.048
26 O 1.81 -0.01 0.23  -0.038
27 C 2.95 0.08 1.04  -0.793
28 H 4.37 -2.51 -1.25  0.254
29 H 2.75 -2.20 -0.58  0.210
30 H 2.92 -2.93 -2.19  0.319
31 H 1.35 -1.01 -2.21  0.255
32 H 2.15 0.29 -3.10  0.308
33 H 0.94 1.16 -1.19  -0.274
34 H 2.67 1.45 -0.97  0.345
35 H 3.03 1.06 1.51  0.178
36 H 3.89 -0.14 0.50  0.427
37 H 2.82 -0.66 1.84  0.141
38 C 1.57 0.33 -7.88  -0.649
39 O 0.41 -0.46 -8.10  -0.386
40 C 0.14 -1.37 -7.05  -0.659
41 C -0.85 -0.83 -6.04  -0.497
42 O -0.37 0.30 -5.36  -0.009
43 C -0.89 1.53 -5.83  -0.971
44 H 1.55 1.15 -8.60  0.241
45 H 1.59 0.74 -6.87  0.231
46 H 2.48 -0.26 -8.03  0.320
47 H 1.07 -1.64 -6.53  0.310
48 H -0.27 -2.27 -7.50  0.383
49 H -1.04 -1.61 -5.29  0.359
50 H -1.81 -0.61 -6.52  0.372
51 H -1.92 1.67 -5.48  0.291
52 H -0.85 1.59 -6.92  0.467
53 H -0.29 2.33 -5.40  0.232
54 C 0.24 1.07 3.11  -0.204
55 O 1.48 1.49 3.67  -0.245
56 C 1.62 2.89 3.79  -0.463
57 C 1.40 3.36 5.21  -0.635
58 O 0.09 3.12 5.68  -0.397
59 C -0.05 1.92 6.41  -0.589
60 H 0.13 0.01 3.33  -0.277
61 H -0.60 1.61 3.55  0.541
62 H 0.24 1.21 2.02  0.093
63 H 0.92 3.40 3.11  0.300
64 H 2.64 3.15 3.48  0.367
65 H 1.57 4.44 5.25  0.420
66 H 2.13 2.88 5.87  0.313
67 H 0.37 2.02 7.41  0.347
68 H 0.43 1.08 5.90  0.189
69 H -1.12 1.72 6.49  0.244
70 C 1.38 -2.37 4.95  -0.536
71 O -0.02 -2.50 4.81  -0.407
72 C -0.43 -2.83 3.49  -0.095
73 C -0.74 -4.31 3.34  -0.795
74 O 0.40 -5.13 3.56  -0.380
75 C 0.46 -5.66 4.87  -0.699
76 H 1.60 -2.36 6.02  0.224
77 H 1.91 -3.19 4.48  0.394
78 H 1.73 -1.42 4.51  0.107
79 H 0.33 -2.53 2.77  0.142
80 H -1.34 -2.26 3.28  0.396
81 H -1.08 -4.48 2.32  0.421
82 H -1.55 -4.59 4.02  0.344
83 H -0.26 -6.47 5.00  0.321
84 H 0.26 -4.89 5.63  0.303
85 H 1.47 -6.05 5.01  0.236

Output
- Spin multiplicity: 1
- Net charge: -1

No. 5
Below is a structure of composition C19H54InN2O25P6S, with properties calculated with ωB97M-V/def2-TZVPD.

Last column: Mulliken charge in e.
Geometry (Å):
1 N 2.42 3.35 1.97  -0.777
2 C 1.31 3.84 1.60  0.186
3 C 0.22 2.91 1.17  -0.889
4 In -1.64 3.90 0.50  0.877
5 C -3.28 2.35 0.74  -0.766
6 C -4.61 2.94 0.89  -0.127
7 O -5.10 3.25 1.96  -0.535
8 O -1.53 4.31 -1.61  -0.408
9 N -0.86 5.41 -1.82  0.194
10 O -0.11 5.71 -0.93  -0.361
11 P -2.19 6.04 1.79  0.250
12 O -3.69 6.60 1.41  -0.470
13 O -1.12 7.23 1.56  -0.411
14 S -2.27 5.52 3.67  -0.439
15 H 3.06 4.09 2.24  0.281
16 H 1.19 4.93 1.62  0.278
17 H 0.54 2.24 0.38  0.324
18 H -0.04 2.32 2.04  0.247
19 H -3.20 1.68 -0.12  0.375
20 H -3.05 1.75 1.61  0.250
21 H -5.17 3.15 -0.05  0.301
22 H -3.92 6.31 0.52  0.313
23 H -1.32 7.98 2.14  0.315
24 C -4.37 -4.42 -2.15  -0.716
25 O -3.70 -3.36 -1.43  -0.283
26 P -4.38 -2.84 0.00  0.980
27 O -3.58 -1.63 0.25  -0.516
28 O -3.86 -4.17 0.77  -0.359
29 C -2.46 -4.32 0.97  -0.471
30 O -5.58 -2.74 1.11  -0.313
31 C -6.43 -1.58 1.02  -0.684
32 H -3.74 -4.71 -2.98  0.235
33 H -4.53 -5.29 -1.50  0.325
34 H -5.33 -4.07 -2.53  0.281
35 H -1.91 -3.39 0.85  0.341
36 H -2.07 -5.06 0.26  0.222
37 H -2.29 -4.69 1.98  0.078
38 H -6.72 -1.38 -0.02  0.325
39 H -5.93 -0.71 1.43  0.290
40 H -7.33 -1.79 1.59  0.248
41 C -0.38 6.50 11.16  -0.680
42 O -1.08 5.66 10.22  -0.298
43 P -0.49 5.60 8.66  1.078
44 O -1.59 4.89 7.98  -0.632
45 O 0.77 4.66 9.07  -0.348
46 C 0.50 3.31 9.43  -0.680
47 O 0.39 6.25 7.45  -0.287
48 C -0.28 7.19 6.59  -0.642
49 H -0.82 6.34 12.14  0.229
50 H 0.68 6.25 11.20  0.322
51 H -0.50 7.55 10.89  0.269
52 H -0.49 2.99 9.10  0.354
53 H 0.56 3.20 10.51  0.225
54 H 1.26 2.68 8.96  0.232
55 H -0.88 7.89 7.17  0.334
56 H -0.91 6.68 5.87  0.266
57 H 0.48 7.75 6.06  0.235
58 C -1.50 -6.75 4.47  -0.779
59 O -0.68 -7.13 3.34  -0.150
60 P 0.82 -7.74 3.71  1.051
61 O 1.45 -7.76 2.38  -0.676
62 O 0.24 -9.18 4.17  -0.387
63 C -0.28 -10.04 3.17  -0.661
64 O 2.07 -7.90 4.75  -0.308
65 C 3.06 -6.86 4.71  -0.672
66 H -2.48 -6.47 4.11  0.218
67 H -1.59 -7.58 5.17  0.398
68 H -1.05 -5.89 4.98  0.311
69 H 0.05 -9.76 2.18  0.351
70 H -1.37 -10.03 3.21  0.232
71 H 0.07 -11.05 3.39  0.223
72 H 2.61 -5.87 4.66  0.331
73 H 3.71 -7.00 3.85  0.287
74 H 3.65 -6.92 5.62  0.238
75 C -0.18 2.43 -3.56  -0.580
76 O -0.47 1.95 -4.90  -0.324
77 P 0.45 2.54 -6.13  1.170
78 O -0.30 2.05 -7.31  -0.723
79 O 1.75 1.66 -5.75  -0.331
80 C 1.69 0.25 -5.98  -0.198
81 O 1.43 3.70 -6.75  -0.307
82 C 0.76 4.81 -7.37  -0.708
83 H -0.79 1.86 -2.86  0.237
84 H 0.87 2.29 -3.31  0.314
85 H -0.44 3.48 -3.48  0.272
86 H 0.89 -0.03 -6.66  0.357
87 H 1.55 -0.26 -5.02  0.259
88 H 2.64 -0.06 -6.40  -0.231
89 H -0.08 5.16 -6.77  0.334
90 H 0.42 4.53 -8.36  0.290
91 H 1.49 5.62 -7.46  0.242
92 C 5.71 -3.23 -10.81  -0.674
93 O 6.37 -3.23 -9.53  -0.288
94 P 5.63 -2.43 -8.28  0.940
95 O 6.72 -2.43 -7.27  -0.682
96 O 4.52 -3.58 -8.06  -0.337
97 C 4.94 -4.83 -7.52  -0.688
98 O 4.58 -1.31 -7.73  -0.146
99 C 5.09 0.03 -7.60  -0.719
100 H 6.26 -3.89 -11.47  0.233
101 H 4.69 -3.60 -10.72  0.326
102 H 5.70 -2.23 -11.23  0.273
103 H 5.91 -4.76 -7.03  0.354
104 H 4.99 -5.58 -8.31  0.231
105 H 4.19 -5.14 -6.79  0.230
106 H 5.68 0.31 -8.47  0.372
107 H 5.69 0.12 -6.70  0.292
108 H 4.23 0.70 -7.53  0.234

Output
- Spin multiplicity: 1
- Net charge: -1
- Relative energy (zero: lowest compared OMol25 entry of this formula, charge and spin): 378.4 kJ/mol

no.,HOMO-LUMO gap (eV),HOMO energy (eV)
1,7.71,-11.325
2,7.37,-7.751
3,3.80,-11.497
4,6.74,-4.244
5,6.04,-5.222